[1]
C23H49N4OP3Pt | the ωB97M-V functional and the def2-TZVPD basis

Its charge is +4. The relative energy (zero: lowest compared OMol25 entry of this formula, charge and spin) is 21.0 kcal per mole. The value obtained for the total energy is -2341.7758 hartree. As for the expectation value of S²: 6.038. The strongest force on any atom comes out at 3.76 eV Å⁻¹. The HOMO-LUMO gap (spin up / spin down) is 7.875 / 4.421 eV. The multiplicity is 5.

Atoms and positions in Å:
Pt (0.4012, -0.5536, 0.4383)
P (-1.5170, -1.9863, 0.3884)
P (1.7461, -1.4766, 2.4420)
P (1.6374, -1.8946, -0.8742)
H (-0.3101, 4.3963, -2.2365)
C (-0.7554, 3.9707, -3.1495)
C (-2.0450, 3.6310, -3.3064)
H (-2.9004, 3.9623, -2.7157)
C (-3.1327, -1.3945, 1.0262)
C (-1.1625, -3.4395, 1.4405)
C (-2.0274, -2.6721, -1.2295)
C (3.4030, -0.6827, 2.5215)
C (1.1422, -1.1448, 4.1531)
C (2.1233, -3.2767, 2.6563)
C (1.0103, -1.9092, -2.5619)
C (2.0018, -3.6837, -0.5706)
C (3.3572, -1.3044, -1.0493)
H (-0.1281, 3.9281, -4.0459)
H (-2.2853, 3.0556, -4.2120)
H (-3.4231, -0.4711, 0.5057)
H (-3.1133, -1.2215, 2.1107)
H (-3.8964, -2.1608, 0.8263)
H (-0.8927, -3.1291, 2.4596)
H (-0.3373, -4.0278, 1.0231)
H (-2.0494, -4.0887, 1.5009)
H (-2.2157, -1.8602, -1.9505)
H (-2.9588, -3.2480, -1.1051)
H (-1.2613, -3.3533, -1.6203)
H (4.1025, -1.3126, 3.0969)
H (3.3070, 0.3001, 3.0124)
H (3.8131, -0.5274, 1.5174)
H (1.7425, -1.7284, 4.8750)
H (0.0939, -1.4526, 4.2574)
H (1.2312, -0.0806, 4.4135)
H (3.2077, -3.4164, 2.8030)
H (1.8037, -3.8911, 1.8106)
H (1.5853, -3.6504, 3.5392)
H (1.5887, -2.5917, -3.1941)
H (1.0916, -0.9136, -3.0020)
H (-0.0471, -2.1821, -2.6343)
H (2.2894, -4.1583, -1.5227)
H (1.1493, -4.2410, -0.1544)
H (2.8636, -3.7715, 0.1133)
H (3.6919, -1.4885, -2.0782)
H (4.0234, -1.8533, -0.3737)
H (3.4418, -0.2344, -0.8449)
C (-1.0323, 0.5775, -3.6807)
C (0.0630, 1.2077, -3.0521)
C (1.2660, 1.3286, -3.7691)
C (1.3877, 0.7568, -5.0556)
C (0.3826, -0.1362, -5.5049)
C (-0.7552, -0.3311, -4.7278)
O (-2.3735, 0.8467, -3.5434)
H (-2.6039, 1.6387, -2.9923)
H (-0.0112, 1.5510, -2.0229)
H (2.1092, 1.8953, -3.3561)
H (2.2452, 0.9964, -5.6757)
H (0.5387, -0.7359, -6.4021)
H (-1.5350, -1.0641, -4.9680)
C (-1.4029, 2.0234, 0.5056)
N (-0.4781, 1.2031, 1.3815)
C (-1.1977, 0.9008, 2.6600)
N (-1.6905, 2.1020, 3.3396)
C (-2.5617, 2.8337, 2.4005)
N (-1.8638, 3.2543, 1.1702)
C (-0.6886, 4.0676, 1.5423)
N (0.2145, 3.3482, 2.4680)
C (0.6639, 2.1012, 1.7991)
C (-0.5625, 2.9918, 3.6867)
H (-2.3039, 1.4526, 0.2668)
H (-0.8553, 2.2902, -0.4053)
H (-0.4730, 0.4103, 3.3181)
H (-2.0373, 0.2395, 2.4361)
H (-2.9360, 3.7143, 2.9361)
H (-3.3964, 2.1842, 2.1338)
H (-0.1018, 4.3087, 0.6457)
H (-1.0341, 4.9986, 2.0103)
H (1.2827, 1.5395, 2.5134)
H (1.2172, 2.3534, 0.8859)
H (-0.9783, 3.8916, 4.1652)
H (0.1122, 2.4883, 4.3915)

Löwdin atomic charge list, values in e, 2 entries:
1 Pt 0.65
2 P 0.70



[2]
C19H24F5KNOSiTe | the ωB97M-V functional and the def2-TZVPD basis

Its charge is -1. The value obtained for the total energy is -2525.2573 hartree. The strongest force on any atom comes out at 3.65 eV Å⁻¹. The HOMO-LUMO gap is 6.045 eV.

Atoms and positions in Å:
K (-6.7830, -16.8764, 4.0044)
C (-6.4015, -13.9373, 4.2751)
Si (-5.0727, -13.7428, 5.4270)
C (-4.0939, -15.3642, 5.8735)
N (-4.8389, -16.5811, 6.0817)
C (-5.6889, -16.3285, 7.3289)
C (-6.3091, -17.6389, 7.8930)
C (-5.4545, -18.8329, 8.0739)
C (-4.5302, -18.9455, 6.8702)
C (-3.8840, -17.6579, 6.4531)
C (-3.7057, -12.5511, 4.9375)
C (-4.1401, -11.3462, 4.3901)
C (-3.3264, -10.1535, 4.4529)
C (-2.0487, -10.2218, 4.9242)
C (-1.5767, -11.4206, 5.5040)
C (-2.4040, -12.5412, 5.4961)
C (-5.6201, -12.8543, 7.0474)
C (-4.7968, -12.5815, 8.1750)
C (-5.2599, -12.1154, 9.3518)
C (-6.6321, -11.9392, 9.5995)
C (-7.4446, -12.2086, 8.5553)
C (-6.9716, -12.6828, 7.3214)
H (-6.2768, -13.4890, 3.3228)
H (-7.4043, -13.7707, 4.6527)
H (-3.4574, -15.0505, 6.7139)
H (-3.5122, -15.5028, 4.9435)
H (-6.5030, -15.6337, 7.0165)
H (-4.9630, -15.9308, 8.0214)
H (-7.2270, -17.8864, 7.3071)
H (-6.7044, -17.2914, 8.8918)
H (-6.1380, -19.6125, 8.0943)
H (-4.9606, -18.6761, 9.0292)
H (-5.1162, -19.3207, 5.9657)
H (-3.7312, -19.6584, 7.0183)
H (-3.2139, -17.7741, 5.6173)
H (-3.2524, -17.2361, 7.2868)
H (-5.1679, -11.1974, 3.9709)
H (-3.6711, -9.1812, 4.1053)
H (-1.4215, -9.3586, 4.8519)
H (-0.5711, -11.4602, 5.9890)
H (-2.1811, -13.4130, 6.0209)
H (-3.7067, -12.5956, 8.0529)
H (-4.6177, -11.6861, 10.1506)
H (-7.0029, -11.5628, 10.5459)
H (-8.4714, -11.9420, 8.6467)
H (-7.6890, -12.8459, 6.5889)
F (-7.0154, -21.7423, 3.2485)
Te (-8.1534, -20.3800, 3.9021)
F (-8.0083, -19.5294, 2.2403)
F (-9.5742, -19.2329, 4.3106)
F (-9.4760, -21.2652, 2.9249)
F (-8.5445, -21.4128, 5.4252)
O (-6.9527, -19.3168, 4.6768)

Löwdin atomic charge list, values in e, 2 entries:
1 K 0.78
2 C -0.32